(1)
{"formula": "C5H5FIN", "method": "the ωB97M-V functional and the def2-TZVPD basis", "homo_ev": -7.82, "gap_ev": 7.4287, "multiplicity": 1, "max_force_ha_per_bohr": 0.0790, "lumo_energy_ev": -0.40, "symbols": ["C", "C", "C", "C", "C", "N", "F", "I", "H", "H", "H", "H", "H"], "coordinates": [[1.40, 0.43, 0.30], [0.94, -0.79, 0.02], [0.62, 1.61, -0.07], [-0.38, -0.98, -0.45], [-1.43, -0.40, 0.44], [-0.61, 1.74, -0.20], [-1.23, -0.31, 1.76], [-3.32, -0.31, -0.36], [2.31, 0.64, 0.78], [1.49, -1.70, 0.20], [1.32, 2.60, -0.33], [-0.51, -0.48, -1.46], [-0.59, -2.06, -0.64]]}

***

(2)
{"formula": "C2H7N2", "method": "the ωB97M-V functional and the def2-TZVPD basis", "homo_ev": -15.71, "gap_ev": 11.7648, "multiplicity": 1, "max_force_ha_per_bohr": 0.0315, "total_charge": 1, "lumo_energy_ev": -3.94, "symbols": ["C", "N", "C", "N", "H", "H", "H", "H", "H", "H", "H"], "coordinates": [[-0.84, 1.34, 0.91], [-0.14, 0.59, -0.13], [0.14, -0.66, 0.04], [0.86, -1.38, -0.81], [-1.01, 2.38, 0.63], [-0.27, 1.40, 1.81], [-1.81, 0.89, 1.10], [0.14, 1.03, -1.00], [-0.28, -1.21, 0.85], [1.47, -1.00, -1.51], [1.08, -2.33, -0.55]]}

***

(3)
{"formula": "C6H10Cl2O2", "method": "the ωB97M-V functional and the def2-TZVPD basis", "homo_ev": [-7.36, -7.23], "gap_ev": [7.9461, 7.8781], "multiplicity": 1, "max_force_ha_per_bohr": 0.1102, "lumo_energy_ev": [0.58, 0.65], "symbols": ["C", "C", "C", "C", "C", "C", "O", "O", "Cl", "Cl", "H", "H", "H", "H", "H", "H", "H", "H", "H", "H"], "coordinates": [[2.24, -1.56, 0.36], [2.92, -0.46, 0.49], [0.05, 1.56, 1.19], [-1.01, 1.25, -1.87], [-2.25, -1.05, 0.38], [-1.06, -0.21, 0.15], [-0.68, 0.54, 1.17], [-0.82, 0.03, -1.17], [3.31, 0.70, -0.76], [-1.84, -2.69, 0.86], [1.77, -1.97, -0.48], [2.04, -2.08, 1.34], [0.30, 1.87, 2.12], [0.65, 1.90, 0.41], [3.39, -0.10, 1.49], [-1.88, 1.79, -1.41], [-1.38, 0.77, -2.76], [-0.17, 1.72, -2.12], [-2.90, -0.79, 1.24], [-2.70, -1.23, -0.65]]}

***

Record order is preserved below.
Energy above the lowest of the compared OMol25 structures with the same formula, charge and spin: 84.1; 3.3; 7.8 kcal per mole